This record from the Open Molecules 2025 dataset describes a molecular structure, C35H55CaN4OP2 in a non-equilibrium geometry. The level of theory is ωB97M-V with the def2-TZVPD basis set.

Values from the calculation:
Net charge: +1
Multiplicity: 1
Energy above the lowest of the compared OMol25 structures with the same formula, charge and spin in kcal per mole: 9.61
HOMO level in hartree: -0.30828
Orbital gap in eV: 5.55

Geometry as XYZ:
```
98
Properties=species:S:1:pos:R:3:forces:R:3:mulliken_charge:R:1
C 2.022 -1.343 -0.839 0.495 -0.519 -0.377 -0.659
C 1.403 0.747 -1.740 -1.006 1.454 0.693 -0.386
C 3.012 -1.521 -1.814 -0.405 -0.562 0.949 -0.785
C 2.256 0.512 -2.850 0.554 -0.911 -0.571 -0.939
C 3.084 -0.595 -2.861 -0.481 0.853 -0.245 -1.031
H 3.694 -2.382 -1.770 -0.510 0.391 -0.048 0.502
H 2.260 1.233 -3.672 0.113 -0.176 0.367 0.541
H 3.786 -0.755 -3.680 -0.174 0.086 0.189 0.442
N 1.235 -0.243 -0.775 0.179 -0.382 -0.053 1.940
P 0.185 -2.860 0.868 -0.726 -0.391 0.138 0.750
P 0.148 2.717 -0.111 0.267 -0.813 0.776 0.264
C 1.830 -2.483 0.195 1.016 0.195 -0.538 -1.729
H 2.190 -3.426 -0.245 0.188 0.403 0.041 0.782
H 2.498 -2.275 1.046 -0.203 -0.072 -0.139 1.005
C -2.855 -0.400 2.931 -2.258 -0.935 1.949 0.250
O -3.659 -0.698 3.694 2.330 0.877 -2.152 -0.169
C 0.792 2.042 -1.619 -1.378 -1.625 -0.849 -1.025
H 0.597 2.556 -2.570 0.576 -0.021 0.362 0.628
C -1.701 3.594 -0.239 1.609 0.043 -0.348 2.239
C 1.715 3.884 0.143 -1.384 0.166 0.218 1.585
C -0.623 -4.031 -0.487 0.155 0.239 0.759 1.987
C 0.646 -3.818 2.487 -0.177 -0.087 -0.527 1.646
C -2.823 2.733 0.376 0.312 -0.025 0.036 -1.560
H -2.756 2.666 1.472 0.073 0.017 -0.170 0.235
H -3.779 3.233 0.140 0.241 -0.191 0.126 0.533
H -2.900 1.719 -0.052 0.121 0.337 0.061 0.069
C -1.694 4.942 0.490 -0.199 0.041 -0.043 -1.899
H -1.554 4.803 1.572 0.101 0.096 -0.272 0.337
H -0.945 5.649 0.107 -0.195 -0.286 0.134 0.344
H -2.683 5.409 0.354 0.202 -0.054 0.053 0.527
C -2.001 3.742 -1.723 -0.432 0.244 -0.244 -1.455
H -2.831 4.446 -1.882 0.064 -0.042 0.078 0.519
H -1.156 4.093 -2.324 -0.115 -0.089 0.156 0.332
H -2.342 2.778 -2.111 0.246 0.221 0.096 -0.180
C 1.630 4.624 1.484 0.109 0.291 0.011 -1.467
H 1.662 3.923 2.329 -0.041 -0.009 -0.163 0.133
H 2.493 5.297 1.601 -0.172 -0.124 -0.061 0.522
H 0.728 5.235 1.592 0.140 -0.125 -0.088 0.284
C 3.010 3.056 0.126 0.047 -0.166 -0.142 -1.563
H 2.960 2.140 0.731 -0.105 0.187 -0.034 0.027
H 3.318 2.763 -0.883 -0.265 0.000 0.167 0.284
H 3.827 3.671 0.530 -0.228 -0.048 0.005 0.596
C 1.671 4.802 -1.075 0.361 0.614 -0.157 -1.627
H 1.894 4.261 -2.002 -0.045 0.020 0.335 0.292
H 0.696 5.281 -1.211 0.131 0.033 0.129 0.222
H 2.418 5.599 -0.991 -0.001 0.003 0.041 0.493
C -0.642 -4.366 3.131 -0.018 -0.054 0.037 -1.703
H -0.388 -4.893 4.065 -0.027 0.174 -0.263 0.485
H -1.332 -3.551 3.393 0.118 -0.167 -0.100 0.242
H -1.176 -5.085 2.495 0.163 0.227 0.099 0.285
C 1.285 -2.835 3.482 -0.021 0.143 -0.042 -1.951
H 2.189 -2.353 3.094 -0.093 -0.128 0.031 0.355
H 0.587 -2.045 3.782 0.033 -0.081 -0.059 0.200
H 1.582 -3.383 4.390 -0.129 0.114 -0.257 0.617
C 1.640 -4.963 2.226 0.081 -0.224 0.198 -1.656
H 2.543 -4.629 1.698 -0.244 -0.065 0.102 0.233
H 1.971 -5.363 3.197 -0.069 0.119 -0.208 0.541
H 1.195 -5.804 1.682 0.136 0.344 0.122 0.326
C -0.146 -3.578 -1.872 0.038 0.092 -0.059 -1.715
H 0.909 -3.823 -2.052 -0.237 0.149 0.083 0.355
H -0.728 -4.103 -2.642 0.027 0.032 0.179 0.601
H -0.293 -2.502 -2.035 0.099 -0.130 0.082 0.017
C -2.146 -3.818 -0.364 0.014 -0.035 -0.060 -1.554
H -2.435 -2.797 -0.655 0.098 -0.281 0.161 0.106
H -2.663 -4.516 -1.042 0.108 0.170 0.170 0.475
H -2.507 -4.014 0.657 0.091 0.053 -0.265 0.300
C -0.320 -5.527 -0.334 -0.129 -0.262 -0.223 -1.988
H 0.747 -5.773 -0.430 -0.250 0.178 0.142 0.377
H -0.727 -5.964 0.588 0.235 0.204 -0.196 0.364
H -0.823 -6.056 -1.160 0.101 0.173 0.157 0.511
Ca -0.742 -0.019 0.642 0.678 0.539 -0.265 1.822
N -2.341 -0.322 -1.257 -2.349 -0.516 -3.020 -0.623
C -2.860 -0.349 -2.323 3.319 1.482 2.376 -0.474
C -2.772 -0.084 -3.832 -0.544 -0.052 0.309 2.101
C -1.812 1.080 -4.109 0.243 0.315 0.552 -1.366
C -2.060 -1.317 -4.354 0.280 -0.781 0.074 -1.586
C -4.154 0.211 -4.421 -0.203 -0.046 0.111 -1.725
H -2.178 2.024 -3.692 0.085 -0.268 -0.446 0.470
H -0.830 0.869 -3.651 -0.369 0.204 -0.234 0.037
H -1.698 1.168 -5.203 -0.097 -0.048 0.459 0.525
H -2.514 -2.246 -3.987 -0.022 0.133 -0.397 0.406
H -2.028 -1.287 -5.447 -0.051 -0.142 0.166 0.479
H -1.027 -1.291 -3.965 -0.326 -0.132 -0.297 0.221
H -4.073 0.561 -5.461 0.083 -0.251 0.342 0.370
H -4.790 -0.680 -4.386 0.022 0.186 -0.071 0.424
H -4.639 1.014 -3.842 0.122 -0.271 -0.225 0.383
N 5.008 0.436 4.453 -2.827 0.612 -0.384 -0.508
C 3.873 0.691 4.298 2.267 -0.505 0.214 -0.370
C 2.468 0.999 4.101 0.079 0.063 -0.306 0.344
C 1.749 1.689 5.084 -0.036 -0.038 -0.087 -0.214
C 0.404 1.963 4.864 -0.170 -0.165 -0.418 -1.246
C -0.182 1.510 3.674 0.565 -0.195 -0.066 -0.596
N 0.502 0.849 2.710 0.602 -0.042 0.960 1.376
C 1.828 0.627 2.911 -0.924 0.116 0.105 -0.875
H 2.266 2.000 5.990 -0.221 -0.047 -0.160 0.547
H -0.205 2.507 5.588 0.294 -0.200 -0.216 0.442
H -1.248 1.687 3.480 0.523 -0.025 0.077 0.317
H 2.378 0.136 2.098 -0.273 0.171 0.365 0.661
```
Positions in Å, forces in eV/Å.

This record from the Open Molecules 2025 dataset describes a molecular structure, C35H55ClO2P4SiZr in a non-equilibrium geometry. The level of theory is ωB97M-V with the def2-TZVPD basis set.

Values from the calculation:
Net charge: +2
Multiplicity: 1
HOMO level in hartree: -0.42780
Orbital gap in eV: 4.64

Geometry as XYZ:
```
99
Properties=species:S:1:pos:R:3:forces:R:3:mulliken_charge:R:1
P 3.980 -2.400 -0.837 -0.690 0.083 0.456 -0.201
C 2.852 -3.752 -1.238 -0.798 -0.574 -1.071 0.885
C 3.319 -4.258 -2.482 0.115 -0.008 0.733 -0.551
H 3.807 -3.575 -3.191 0.173 -0.401 0.455 0.336
C 3.302 -5.614 -2.718 -0.035 -0.402 -0.788 -0.647
H 3.883 -6.002 -3.567 -0.557 0.075 0.317 0.368
C 2.609 -6.470 -1.864 -0.132 0.166 0.464 -0.427
H 2.629 -7.545 -2.040 -0.071 0.268 0.079 0.399
C 1.887 -5.934 -0.787 0.300 0.047 -0.737 -0.539
H 1.274 -6.589 -0.190 -0.119 -0.011 0.119 0.434
C 1.991 -4.576 -0.473 0.528 0.415 -0.320 -0.566
H 1.380 -4.170 0.338 0.629 -0.117 0.095 0.339
C 3.532 -0.900 -1.710 -0.895 1.266 0.056 0.606
C 2.629 -0.797 -2.795 0.447 -0.119 0.502 -0.438
H 1.800 -1.503 -2.883 0.494 -0.096 -0.139 0.517
C 2.807 0.208 -3.740 0.079 0.340 -0.014 -0.442
H 2.158 0.247 -4.611 0.070 0.003 0.069 0.482
C 3.841 1.142 -3.606 -0.145 -0.209 0.095 -0.636
H 4.050 1.853 -4.401 -0.076 -0.103 0.134 0.460
C 4.604 1.150 -2.435 -0.152 0.290 0.064 -0.831
H 5.397 1.885 -2.303 -0.277 -0.059 0.008 0.470
C 4.391 0.193 -1.452 -0.071 -0.285 -0.384 -0.630
H 4.940 0.237 -0.506 0.176 -0.201 -0.436 0.495
C 3.983 -2.084 0.959 0.868 -0.508 1.072 0.494
C 5.130 -2.804 1.394 -0.214 0.511 -0.407 -0.649
H 5.591 -3.535 0.720 -0.139 0.441 0.200 0.382
C 5.767 -2.515 2.576 0.707 -0.300 0.917 -0.676
H 6.748 -2.990 2.759 -0.738 0.242 0.129 0.371
C 5.214 -1.618 3.491 -0.488 0.091 -0.600 -0.650
H 5.728 -1.404 4.427 -0.211 0.032 -0.221 0.401
C 3.984 -1.016 3.164 0.590 -0.336 0.150 -0.678
H 3.524 -0.356 3.898 -0.038 -0.115 -0.238 0.386
C 3.381 -1.233 1.918 0.033 -0.255 -0.288 1.066
H 2.405 -0.761 1.761 0.357 -0.071 -0.282 -0.193
Zr -2.199 -0.064 0.217 -6.358 1.857 1.372 -1.668
C -1.311 2.293 0.036 -0.305 -1.445 0.438 -0.326
C -0.026 2.546 -0.192 0.384 0.869 0.037 0.508
H -2.087 3.065 0.173 0.397 -0.298 -0.390 0.025
C 0.923 1.364 -0.167 1.794 1.354 -0.472 2.085
O 1.988 1.642 0.814 -1.034 -0.493 -0.725 -0.808
H 2.715 0.992 0.730 -0.440 0.196 -0.199 0.156
C 0.099 0.216 0.203 1.038 -2.894 2.966 0.096
H 1.441 1.166 -1.145 -0.498 0.115 0.558 -0.648
C -0.350 -0.696 0.997 5.452 0.712 -3.455 -0.938
Cl -3.016 -2.319 0.481 0.571 0.035 -0.250 -0.388
P -1.501 0.052 3.038 -1.425 0.316 0.293 1.485
P -2.264 -0.312 -2.377 -0.571 0.145 -1.221 1.848
C -2.817 -0.808 3.948 0.128 0.007 0.355 -1.244
H -2.955 -1.810 3.517 -0.016 0.246 0.199 0.336
H -3.762 -0.250 3.898 0.325 -0.202 -0.023 0.166
H -2.475 -0.887 4.989 -0.403 -0.099 -0.150 0.568
C 0.016 -0.515 3.851 0.179 -0.114 -0.184 -1.442
H 0.796 0.251 3.768 -0.130 -0.226 0.008 0.273
H 0.360 -1.434 3.359 0.090 0.097 0.356 0.419
H -0.216 -0.714 4.905 0.219 0.040 -0.251 0.599
C -1.615 1.805 3.505 0.021 0.073 0.304 -1.142
H -2.557 2.240 3.148 0.216 -0.160 0.091 0.219
H -0.772 2.350 3.064 -0.150 -0.094 0.119 0.192
H -1.562 1.863 4.603 -0.023 0.196 -0.270 0.495
C -4.021 -0.729 -2.658 -0.174 -0.110 -0.002 -1.272
H -4.652 0.171 -2.629 0.226 -0.239 -0.012 0.272
H -4.364 -1.424 -1.876 0.083 0.188 -0.350 0.411
H -4.102 -1.218 -3.637 -0.166 0.175 0.207 0.520
C -1.998 1.261 -3.240 0.031 0.267 -0.138 -1.278
H -0.924 1.491 -3.245 -0.220 -0.078 -0.045 0.143
H -2.512 2.066 -2.697 0.042 -0.186 -0.214 0.350
H -2.370 1.202 -4.271 0.105 0.083 0.215 0.519
C -1.349 -1.543 -3.336 0.300 -0.427 0.111 -1.194
H -1.090 -2.380 -2.673 -0.023 0.108 -0.320 0.346
H -0.426 -1.110 -3.745 -0.258 -0.122 0.151 0.185
H -1.983 -1.913 -4.154 0.266 0.128 0.199 0.569
P 0.615 4.252 -0.441 -0.670 -3.473 0.663 1.301
C -0.815 5.264 -0.657 0.175 0.693 -0.179 -1.357
C 1.627 4.129 -1.897 0.113 0.758 -0.100 -1.174
H -1.541 5.135 0.152 0.297 0.090 -0.085 0.448
H -1.292 5.059 -1.620 0.122 0.090 0.153 0.415
H -0.398 6.275 -0.641 -0.518 0.236 -0.098 0.447
H 2.515 3.511 -1.708 -0.213 0.223 0.001 0.251
H 1.900 5.175 -2.082 0.379 -0.268 -0.522 0.519
H 1.052 3.718 -2.740 0.147 0.219 0.282 0.389
C 1.556 4.677 1.004 0.170 0.771 -0.191 -1.281
H 0.930 4.637 1.904 0.116 0.088 -0.307 0.401
H 1.870 5.708 0.789 0.283 -0.108 0.580 0.499
H 2.410 3.999 1.115 -0.235 0.244 -0.122 0.355
H -0.186 -1.794 0.953 -0.456 0.728 0.862 0.976
C -6.477 1.138 -0.470 0.304 0.117 0.279 -1.146
Si -5.502 0.733 1.117 -0.769 -0.164 0.546 0.438
C -5.572 1.980 2.555 -0.184 -0.118 -0.435 -0.955
C -5.860 -1.048 1.681 0.110 0.510 -0.206 -0.916
O -3.895 0.851 0.729 1.952 -0.760 -0.951 -1.039
H -7.510 1.457 -0.292 0.183 -0.052 0.089 0.437
H -6.532 0.251 -1.129 0.136 0.405 0.274 0.276
H -5.962 1.969 -0.991 -0.264 -0.409 0.100 0.279
H -6.566 2.137 2.979 0.025 -0.023 -0.030 0.430
H -4.917 1.631 3.376 -0.228 0.228 -0.421 0.234
H -5.215 2.955 2.172 -0.062 -0.392 0.297 0.270
H -5.628 -1.756 0.866 -0.183 0.249 0.404 0.260
H -5.257 -1.314 2.565 -0.301 0.014 -0.374 0.189
H -6.922 -1.152 1.936 0.179 -0.018 -0.006 0.480
```
Positions in Å, forces in eV/Å.

- Which of these has the lowest HOMO level?
  C35H55ClO2P4SiZr